{"formula": "C36H69BrF3N4O7", "method": "ωB97M-V/def2-TZVPD", "e_tot_ev": -136911.06294, "orbital_gap_ev": 6.05, "multiplicity": 1, "charge": 1, "species": ["C", "C", "N", "C", "C", "O", "Br", "C", "N", "C", "C", "C", "C", "C", "C", "C", "C", "C", "C", "C", "C", "C", "C", "O", "C", "C", "C", "C", "C", "O", "C", "C", "O", "C", "O", "C", "F", "F", "F", "H", "H", "H", "H", "H", "H", "H", "H", "H", "H", "H", "H", "H", "H", "H", "H", "H", "H", "H", "H", "H", "H", "H", "H", "H", "H", "H", "H", "H", "H", "H", "H", "H", "H", "H", "H", "H", "H", "H", "H", "H", "H", "H", "H", "H", "H", "H", "C", "C", "C", "O", "C", "N", "H", "H", "H", "H", "H", "H", "H", "H", "H", "H", "H", "C", "C", "C", "O", "C", "N", "H", "H", "H", "H", "H", "H", "H", "H", "H", "H", "H"], "positions_angstrom": [[3.739, -3.365, 1.036], [2.527, -2.495, 0.826], [2.506, -0.978, 1.110], [3.377, -0.667, 2.304], [2.887, -1.266, 3.739], [2.473, -2.497, 4.026], [2.970, 0.012, 5.328], [1.007, -0.647, 1.299], [0.622, 0.473, 2.231], [-0.446, 0.182, 3.029], [-0.402, 0.815, 4.577], [-1.794, -0.663, 2.653], [0.339, -0.697, -0.195], [-1.017, 0.117, -0.571], [-1.038, 1.715, -0.260], [-2.398, 2.083, 0.598], [-3.012, 3.573, 0.302], [-3.821, 3.596, -1.145], [-5.454, 3.531, -0.913], [-5.987, 2.083, -0.343], [-5.518, 0.782, -1.224], [-6.191, 0.711, -2.720], [-5.009, 0.334, -3.830], [-4.923, -1.144, -3.949], [-3.526, -1.560, -3.694], [1.664, -0.619, -1.199], [2.913, -0.201, -0.163], [4.191, -0.722, -1.039], [5.653, -0.631, -0.331], [5.890, 0.525, 0.540], [7.138, 1.207, 0.078], [8.598, 0.489, 0.355], [7.149, 2.378, -0.588], [2.730, 1.443, -0.152], [3.784, 2.180, -0.863], [3.280, 2.895, -2.044], [2.767, 2.021, -3.133], [4.475, 3.607, -2.634], [2.326, 4.007, -1.681], [3.646, -4.157, 1.921], [4.697, -3.362, 0.366], [1.559, -3.098, 0.473], [3.374, 0.522, 2.417], [4.512, -0.957, 2.182], [0.667, -1.656, 1.840], [-1.538, 1.072, 4.842], [-0.020, 0.035, 5.364], [0.190, 1.829, 4.566], [-2.084, -1.282, 3.628], [-2.737, -0.024, 2.388], [-1.618, -1.484, 1.809], [0.003, -1.830, -0.373], [-1.157, 0.006, -1.753], [-1.969, -0.443, -0.117], [-1.121, 2.338, -1.271], [-0.136, 2.142, 0.345], [-2.109, 2.023, 1.754], [-3.216, 1.259, 0.430], [-2.103, 4.319, 0.236], [-3.733, 3.891, 1.180], [-3.424, 2.694, -1.783], [-3.513, 4.620, -1.657], [-6.072, 3.766, -1.899], [-5.721, 4.350, -0.090], [-7.171, 2.129, -0.306], [-5.620, 1.992, 0.773], [-5.827, -0.188, -0.602], [-4.348, 0.725, -1.356], [-7.034, -0.113, -2.691], [-6.702, 1.743, -2.954], [-3.947, 0.769, -3.509], [-5.330, 0.852, -4.846], [-3.373, -2.701, -3.984], [-2.734, -0.957, -4.347], [-3.212, -1.411, -2.568], [1.886, -1.655, -1.749], [1.457, 0.074, -2.118], [4.061, -1.849, -1.410], [4.257, -0.091, -2.050], [6.460, -0.560, -1.207], [5.972, -1.596, 0.290], [9.429, 0.794, -0.445], [9.027, 0.727, 1.432], [8.489, -0.690, 0.250], [2.635, 1.912, 0.915], [1.713, 1.717, -0.715], [-0.008, 1.432, -8.922], [-0.991, 0.266, -8.877], [-2.242, 0.546, -8.011], [-2.013, 0.462, -6.602], [-1.452, 1.633, -6.028], [-0.283, -0.940, -8.424], [0.578, 1.527, -8.004], [0.707, 1.294, -9.741], [-0.530, 2.379, -9.095], [-1.336, 0.095, -9.904], [-2.986, -0.229, -8.234], [-2.707, 1.504, -8.273], [-1.812, 2.546, -6.513], [-0.362, 1.583, -6.069], [-1.738, 1.666, -4.973], [-0.919, -1.736, -8.484], [-0.121, -0.837, -7.418], [1.105, -2.703, 6.734], [0.426, -2.055, 7.937], [0.682, -2.800, 9.268], [-0.085, -3.997, 9.428], [0.461, -5.135, 8.778], [-1.012, -1.923, 7.661], [0.590, -3.605, 6.394], [1.121, -2.009, 5.887], [2.142, -2.967, 6.965], [0.848, -1.047, 8.040], [0.371, -2.141, 10.088], [1.750, -2.999, 9.419], [1.555, -5.131, 8.785], [0.085, -5.195, 7.754], [0.115, -6.027, 9.306], [-1.446, -1.406, 8.426], [-1.422, -2.859, 7.740]]}